<P>
This record from OMol25 describes an isolated ion of composition C8H13N2 and charge +1. The level of theory is ωB97M-V/def2-TZVPD.

Calculated values
HOMO-LUMO gap (eV): 11.126
SMILES: CC1(C)Cc2[nH+]ccn2C1
Net charge: +1

Last columns: bonded neighbours and bond lengths (Å).
Atoms and positions in Å:
1 C -1.73 0.10 -1.42  C2 1.499, H11 1.060, H12 1.139, H13 1.190
2 C -1.15 0.01 -0.04  C1 1.499, C3 1.525, C4 1.624, C10 1.574
3 C -2.29 -0.02 0.98  C2 1.525, H14 1.171, H15 1.045, H16 1.085
4 C -0.16 1.26 0.22  C2 1.624, C5 1.477, H17 1.077, H18 1.177
5 C 1.20 0.69 0.11  C4 1.477, N6 1.331, N9 1.302
6 N 2.48 1.03 -0.01  C5 1.331, C7 1.352, H19 1.006
7 C 3.22 -0.10 0.04  N6 1.352, C8 1.363, H20 1.139
8 C 2.37 -1.14 0.26  C7 1.363, N9 1.329, H21 1.064
9 N 1.15 -0.61 0.25  C5 1.302, C8 1.329, C10 1.511
10 C -0.21 -1.24 0.16  C2 1.574, N9 1.511, H22 1.075, H23 1.108
11 H -2.24 -0.76 -1.76  C1 1.060
12 H -0.92 0.26 -2.21  C1 1.139
13 H -2.44 1.06 -1.47  C1 1.190
14 H -2.83 -1.01 0.67  C3 1.171
15 H -2.91 0.79 0.79  C3 1.045
16 H -1.87 -0.14 1.97  C3 1.085
17 H -0.20 1.63 1.23  C4 1.077
18 H -0.53 2.15 -0.47  C4 1.177
19 H 2.93 1.89 -0.29  N6 1.006
20 H 4.34 0.11 -0.02  C7 1.139
21 H 2.45 -2.14 0.62  C8 1.064
22 H -0.50 -1.82 1.02  C10 1.075
23 H -0.16 -2.01 -0.64  C10 1.108

---

<Q>
This record from OMol25 describes an isolated ion of composition C8H13N2 and charge +1. The level of theory is ωB97M-V/def2-TZVPD.

Calculated values
HOMO-LUMO gap (eV): 9.516
SMILES: C=C1C=CC[C@H]2NC[NH2+][C@@H]12
Net charge: +1

Last columns: bonded neighbours and bond lengths (Å).
Atoms and positions in Å:
1 C -1.83 1.94 0.02  C2 1.299, H11 1.031, H12 1.149
2 C -1.27 0.77 0.09  C1 1.299, C3 1.420, C10 1.716
3 C -1.77 -0.38 -0.58  C2 1.420, C4 1.354, H13 1.077
4 C -1.47 -1.68 -0.35  C3 1.354, C5 1.512, H14 1.111
5 C -0.34 -1.97 0.61  C4 1.512, C6 1.541, H15 1.050, H16 1.133
6 C 0.78 -0.92 0.63  C5 1.541, N7 1.452, C10 1.571, H17 1.090
7 N 1.43 -0.83 -0.67  C6 1.452, C8 1.417, H18 1.025
8 C 2.16 0.38 -0.71  N7 1.417, N9 1.571, H19 1.070, H20 1.129
9 N 1.18 1.31 0.10  C8 1.571, C10 1.514, H21 1.101, H22 0.993
10 C 0.20 0.51 0.94  C2 1.716, C6 1.571, N9 1.514, H23 1.160
11 H -1.63 2.85 0.46  C1 1.031
12 H -2.63 1.84 -0.79  C1 1.149
13 H -2.61 -0.22 -1.24  C3 1.077
14 H -2.08 -2.44 -0.88  C4 1.111
15 H -0.72 -1.88 1.58  C5 1.050
16 H 0.06 -3.03 0.53  C5 1.133
17 H 1.60 -1.28 1.25  C6 1.090
18 H 0.86 -0.90 -1.51  N7 1.025
19 H 3.01 0.41 -0.05  C8 1.070
20 H 2.47 0.89 -1.67  C8 1.129
21 H 1.81 2.04 0.64  N9 1.101
22 H 0.58 1.86 -0.46  N9 0.993
23 H 0.21 0.73 2.07  C10 1.160

---

Among the structures above, stability is smallest for <Q>.